P | {"formula": "C4H4NdO6", "method": "the ωB97M-V functional and the def2-TZVPD basis", "e_homo_ev": [-17.4, -17.4], "molar_mass_g_mol": 292.3, "total_charge": 2, "spin_multiplicity": 5, "s_squared": 6.31, "species": ["O", "C", "C", "O", "H", "H", "H", "C", "O", "O", "H", "O", "C", "O", "Nd"], "xyz": [[2.19, -1.14, -0.16], [0.88, -1.33, 0.13], [0.03, -0.08, -0.01], [-1.30, -0.37, 0.21], [0.63, -1.45, 1.25], [0.39, -2.10, -0.49], [0.17, 0.38, -1.00], [-2.24, 0.43, -0.34], [-2.02, 1.36, -1.06], [-3.44, 0.04, 0.03], [-3.42, -0.78, 0.53], [2.32, 1.85, -0.03], [1.41, 1.86, 0.78], [0.43, 1.08, 0.97], [3.96, 0.27, -0.83]]}

Q | {"formula": "C4H4NdO6", "method": "the ωB97M-V functional and the def2-TZVPD basis", "e_homo_ev": [-16.2, -17.4], "molar_mass_g_mol": 292.3, "total_charge": 2, "spin_multiplicity": 5, "s_squared": 6.25, "species": ["O", "C", "O", "O", "O", "C", "C", "Nd", "H", "H", "H", "C", "O", "H", "O"], "xyz": [[-2.50, -0.80, -1.86], [-1.45, -1.03, -1.19], [-0.80, -2.10, -1.38], [-1.05, -0.12, -0.33], [-0.36, 0.32, 1.74], [0.34, 1.52, 1.66], [-0.11, -0.46, 0.65], [-2.69, -3.17, -3.16], [0.83, 1.74, 2.61], [-0.15, 2.26, 1.02], [0.03, -1.54, 0.81], [1.56, 0.70, 0.46], [2.55, 0.17, 0.89], [2.29, 1.16, -1.23], [1.51, 1.36, -0.69]]}

The winner here is P, beating the second structure by 0.768 eV.

P | {"formula": "C6H8IN2", "method": "the ωB97M-V functional and the def2-TZVPD basis", "smiles": "C=C[C@@]1(C)N=C[NH+]=C1I", "e_homo_ev": -13.7, "molar_mass_g_mol": 235.0, "total_charge": 1, "species": ["C", "C", "C", "C", "N", "C", "N", "C", "I", "H", "H", "H", "H", "H", "H", "H", "H"], "xyz": [[1.83, 1.72, 0.92], [0.54, 1.24, 0.85], [-0.06, 0.03, -0.02], [0.00, 0.62, -1.43], [0.75, -1.15, 0.18], [0.10, -2.26, 0.22], [-1.28, -1.94, 0.22], [-1.45, -0.60, 0.02], [-3.20, 0.45, -0.01], [2.08, 2.43, 1.67], [2.62, 1.48, 0.39], [-0.32, 1.50, 1.50], [-0.94, 1.25, -1.58], [0.12, -0.18, -2.17], [0.90, 1.22, -1.53], [0.43, -3.29, 0.48], [-2.11, -2.52, 0.27]]}

Q | {"formula": "C6H8IN2", "method": "the ωB97M-V functional and the def2-TZVPD basis", "e_homo_ev": -13.3, "molar_mass_g_mol": 235.0, "total_charge": 1, "species": ["C", "C", "C", "C", "C", "C", "N", "N", "I", "H", "H", "H", "H", "H", "H", "H", "H"], "xyz": [[-2.21, 1.94, -0.80], [-1.10, 1.26, -0.79], [0.63, -1.51, 0.95], [0.82, -2.08, -0.40], [0.40, -0.56, -0.22], [-1.68, -1.11, 0.00], [-3.56, 1.61, -0.47], [-0.95, -0.15, -0.44], [-3.87, -0.32, 0.20], [-2.10, 2.98, -1.12], [-0.10, 1.73, -0.88], [-0.31, -1.76, 1.48], [1.57, -1.21, 1.61], [1.91, -2.09, -0.69], [0.18, -2.84, -0.71], [0.97, 0.36, -0.35], [-4.31, 1.65, -1.15]]}

The winner here is P, beating the second structure by 3.734 eV.

P | {"formula": "C6H8IN2", "method": "the ωB97M-V functional and the def2-TZVPD basis", "e_homo_ev": [-13.7, -13.7], "molar_mass_g_mol": 235.0, "total_charge": 1, "species": ["C", "C", "C", "C", "C", "C", "N", "N", "I", "H", "H", "H", "H", "H", "H", "H", "H"], "xyz": [[-1.35, -2.11, -0.36], [-1.14, -0.80, 0.09], [-0.10, 2.08, -0.11], [0.31, 1.76, 1.29], [0.71, 0.85, 0.15], [0.68, -1.58, -0.81], [-0.29, -2.53, -0.94], [0.08, -0.44, -0.09], [2.16, -1.42, -2.23], [-2.36, -2.55, -0.40], [-1.73, -0.01, 0.41], [-1.23, 2.15, -0.39], [0.59, 2.87, -0.54], [1.06, 2.38, 1.77], [-0.43, 1.45, 2.14], [1.69, 0.73, -0.34], [1.34, -2.82, 0.35]]}

Q | {"formula": "C6H8IN2", "method": "the ωB97M-V functional and the def2-TZVPD basis", "smiles": "Cn1cccc/c1=[NH+]\\I", "e_homo_ev": -13.0, "molar_mass_g_mol": 235.0, "total_charge": 1, "species": ["C", "N", "C", "C", "C", "C", "C", "N", "I", "H", "H", "H", "H", "H", "H", "H", "H"], "xyz": [[0.31, 2.00, -0.37], [-0.23, 0.70, -0.14], [-1.35, 0.55, 0.57], [-1.81, -0.67, 0.93], [-1.18, -1.86, 0.55], [0.02, -1.69, -0.20], [0.52, -0.39, -0.44], [1.95, -0.11, -1.15], [3.62, 0.08, 0.04], [-0.54, 2.76, -0.12], [1.20, 2.18, 0.38], [0.65, 2.21, -1.37], [-1.60, 1.61, 0.91], [-2.66, -0.88, 1.64], [-1.54, -2.83, 0.81], [0.62, -2.59, -0.38], [2.03, -1.06, -1.68]]}

The winner here is Q, beating the second structure by 3.856 eV.

P | {"formula": "Br2H2O2Si", "method": "the ωB97M-V functional and the def2-TZVPD basis", "smiles": "O=[Si](O)Br.Br", "e_homo_ev": -10.3, "molar_mass_g_mol": 221.9, "total_charge": 0, "species": ["O", "Si", "O", "Br", "H", "Br", "H"], "xyz": [[-0.44, -0.28, 0.28], [0.76, 0.20, -0.50], [0.75, 0.99, -1.92], [2.87, 0.05, 0.12], [1.11, 0.77, -2.72], [-3.09, -0.72, 2.76], [-1.95, -1.01, 1.99]]}

Q | {"formula": "Br2H2O2Si", "method": "the ωB97M-V functional and the def2-TZVPD basis", "smiles": "O[Si](O)(Br)Br", "e_homo_ev": -10.8, "molar_mass_g_mol": 221.9, "total_charge": 0, "species": ["O", "Si", "O", "Br", "Br", "H", "H"], "xyz": [[-0.57, 1.20, -0.64], [0.20, -0.23, 0.33], [1.00, -1.02, -0.79], [1.40, 0.67, 1.89], [-1.45, -1.39, 1.13], [-1.46, 1.57, -0.28], [0.87, -0.81, -1.64]]}

The winner here is Q, beating the second structure by 1.955 eV.